# 1
# C13H30BN6O7S

An isolated ion of composition C13H30BN6O7S and charge +1 in a non-equilibrium geometry (ωB97M-V/def2-TZVPD, the Open Molecules 2025 dataset).

For the LUMO energy, the calculation gives -0.1905 Ha. Its charge is +1. The HOMO energy comes out at -11.94 eV. Its multiplicity is 1. As for the SMILES: CNCN(CNC)/C(N(CCCCO)OC#N)=[N+](/CCCS(=O)(=O)O)B(O)O. The value obtained for the gap between HOMO and LUMO is 6.75 eV.

CARTESIAN COORDINATES (ANGSTROEM)
C  -1.09764  -3.30386  0.80412
N  0.19624  -3.75788  0.20472
C  0.75010  -2.78871  -0.78756
N  0.82413  -1.36647  -0.27572
C  1.48594  -1.11273  1.04638
N  2.49500  -2.15094  1.42394
C  3.79501  -1.94758  0.71690
C  0.23023  -0.43459  -1.05448
N  -1.26052  -0.53427  -1.14148
C  -1.92812  0.27639  -0.07420
C  -3.53083  -0.03250  0.05227
C  -4.25868  1.39579  0.23564
C  -5.82926  1.31205  0.57258
O  -5.95865  0.99405  1.98276
O  -1.70444  -0.22624  -2.39837
C  -2.17099  -1.48721  -2.93684
N  -2.79521  -2.47248  -3.28518
N  0.90341  0.58753  -1.83217
C  0.56719  1.99014  -1.44461
C  0.73805  2.36218  0.10344
C  2.08468  3.17559  0.47118
S  3.04233  2.39970  1.87934
O  2.16972  1.68524  2.87642
O  4.11940  1.45069  1.42798
O  3.79765  3.66497  2.73893
B  2.36701  0.33328  -2.02403
O  2.73329  -0.79409  -2.89393
O  3.45245  1.09553  -1.47700
H  -1.79847  -2.80153  0.04951
H  -0.90740  -2.66640  1.75211
H  -1.63008  -4.25999  1.19330
H  -0.03471  -4.61168  -0.33595
H  0.07832  -2.87073  -1.73563
H  1.79414  -3.16402  -1.09589
H  0.68098  -0.94377  1.84072
H  2.09418  -0.12608  0.92023
H  2.68400  -2.07021  2.44321
H  4.38946  -2.94518  0.71540
H  3.69561  -1.64723  -0.38813
H  4.46960  -1.13440  1.20412
H  -1.85765  1.39375  -0.34367
H  -1.39756  0.17196  0.95326
H  -3.73403  -0.74739  0.93842
H  -3.91694  -0.46432  -0.95019
H  -4.00815  2.09886  -0.65440
H  -3.75181  1.89634  1.15490
H  -6.41463  0.54409  -0.04254
H  -6.25495  2.37922  0.41678
H  -5.63831  0.07598  2.13326
H  -0.49641  2.22236  -1.84925
H  1.26447  2.70006  -2.04228
H  0.66399  1.49053  0.83960
H  -0.14058  3.07443  0.36989
H  1.79492  4.23241  0.84089
H  2.75882  3.35185  -0.45674
H  3.57297  4.46814  2.20960
H  2.68676  -0.40023  -3.80667
H  4.13596  0.43959  -1.18489


# 2
# C10H16O

A 2-piece molecular cluster, C10H16O overall in a non-equilibrium geometry (ωB97M-V/def2-TZVPD, the Open Molecules 2025 dataset).

For the LUMO energy, the calculation gives 0.0310 Ha. The HOMO energy comes out at -8.29 eV. Its energy above the lowest of the compared OMol25 structures with the same formula, charge and spin is 30.27 kcal/mol. Its multiplicity is 1. As for the SMILES: Cc1ccc(O)cc1.CCC. The value obtained for the gap between HOMO and LUMO is 9.14 eV.

CARTESIAN COORDINATES (ANGSTROEM)
C  1.84675  2.59812  0.93041
C  1.53033  1.12027  1.07632
C  0.20922  0.75179  1.43541
C  -0.14445  -0.57190  1.46153
C  0.89298  -1.52459  1.36186
O  0.61465  -2.84057  1.60513
C  2.18224  -1.20123  0.98522
C  2.47957  0.15782  0.81883
H  2.79310  2.67334  0.39381
H  2.03335  3.01248  1.92806
H  1.06365  3.21836  0.50299
H  -0.43317  1.62071  1.44639
H  -1.16504  -0.91462  1.55974
H  -0.29862  -2.96858  1.86003
H  2.79680  -2.08927  0.91002
H  3.41900  0.44459  0.35965
C  -2.17785  0.91963  -1.68036
C  -2.24009  -0.54793  -1.33963
C  -1.15442  -1.40048  -2.00843
H  -1.36484  1.42563  -1.13197
H  -3.10913  1.43420  -1.47070
H  -1.71796  1.08168  -2.66442
H  -2.29810  -0.71361  -0.26372
H  -3.20337  -0.99518  -1.62786
H  -1.41380  -1.59902  -3.04412
H  -0.21573  -0.83374  -2.02777
H  -0.92505  -2.25789  -1.37642